Entry 1:
This record from the OMol25 dataset describes 3 unconnected molecules or ions with the total composition C15H41N5OP. The level of theory is wB97M-V/def2-TZVPD.

XYZ file:
```
63
C15H41N5OP | the OMol25 dataset | wB97M-V/def2-TZVPD
C -1.407 -1.653 4.895
N -1.990 -2.868 5.501
C -3.212 -3.240 5.085
N -3.633 -3.070 3.786
N -4.019 -3.805 6.001
P -0.889 -4.267 5.900
C 0.531 -4.031 4.768
O -1.668 -5.502 5.125
H -0.330 -1.639 4.814
H -1.673 -0.813 5.528
H -1.812 -1.414 3.921
H -3.396 -3.843 3.171
H -4.639 -2.957 3.744
H -4.121 -3.339 6.885
H -4.433 -4.709 5.851
H 0.758 -5.018 4.376
H 0.366 -3.344 3.946
H 1.377 -3.698 5.356
H -1.524 -5.430 4.174
C 1.660 2.720 0.052
C 0.867 1.424 0.094
N 0.753 0.848 1.425
C 0.210 -0.492 1.417
C -1.240 -0.689 0.946
C 0.231 1.735 2.450
C -1.169 2.335 2.249
H 2.667 2.576 0.442
H 1.741 3.060 -0.981
H 1.179 3.519 0.618
H 1.383 0.700 -0.541
H -0.117 1.599 -0.369
H 0.314 -0.916 2.423
H 0.856 -1.105 0.782
H -1.961 -0.378 1.703
H -1.419 -1.750 0.751
H -1.458 -0.154 0.024
H 0.939 2.557 2.572
H 0.263 1.203 3.406
H -1.330 2.666 1.223
H -1.292 3.206 2.894
H -1.961 1.633 2.509
C 3.916 2.157 -6.128
C 2.863 1.258 -5.500
N 1.895 1.977 -4.691
C 1.045 1.100 -3.910
C 0.083 0.159 -4.649
C 1.222 3.083 -5.353
C 0.411 2.782 -6.621
H 4.456 2.719 -5.366
H 4.636 1.548 -6.675
H 3.486 2.862 -6.840
H 3.373 0.544 -4.847
H 2.389 0.664 -6.297
H 0.468 1.713 -3.209
H 1.701 0.487 -3.282
H -0.788 0.686 -5.034
H -0.285 -0.602 -3.957
H 0.568 -0.361 -5.475
H 1.976 3.833 -5.600
H 0.577 3.573 -4.620
H 0.928 2.088 -7.286
H 0.247 3.705 -7.180
H -0.571 2.370 -6.394
```

Highest occupied orbital energy ... -9.455 eV
Total energy ... -1286.2240 Ha
Total charge ... +1
Orbital gap ... 5.103 eV

Entry 2:
This record from the OMol25 dataset describes 11 unconnected molecules or ions with the total composition C3H29N3O10. The level of theory is wB97M-V/def2-TZVPD.

XYZ file:
```
45
C3H29N3O10 | the OMol25 dataset | wB97M-V/def2-TZVPD
H -1.906 1.877 -3.175
N -1.202 1.270 -2.760
C -1.182 1.202 -1.452
N -2.093 1.807 -0.587
N -0.022 0.661 -0.911
C -0.126 -0.040 0.359
C 1.273 -0.297 0.819
H -2.429 1.206 0.223
H -2.956 2.066 -0.999
H 0.491 0.132 -1.665
H -0.743 0.552 1.077
H -0.707 -0.975 0.106
H 1.586 0.753 0.840
H 1.418 -0.925 1.723
H 1.859 -0.815 0.006
O -3.098 -0.975 -0.669
H -2.674 -1.260 0.128
H -3.197 -1.738 -1.249
O 1.197 3.009 0.124
H 1.060 3.901 -0.128
H 0.564 2.426 -0.326
O 2.828 2.165 -1.876
H 1.967 2.073 -1.406
H 3.439 2.443 -1.189
O -1.554 -2.424 1.274
H -0.847 -2.336 1.931
H -1.066 -2.865 0.573
O -0.226 1.752 3.132
H 0.165 2.373 2.474
H -0.431 0.925 2.673
O -0.006 -1.332 3.870
H 0.368 -0.452 3.977
H 0.692 -1.957 3.719
O 1.568 -0.043 -3.660
H 2.015 0.619 -3.104
H 0.610 0.166 -3.602
O 0.719 -2.976 -0.472
H 0.724 -3.844 -0.840
H 1.342 -2.528 -1.086
O 2.719 -1.558 -1.632
H 3.625 -1.274 -1.491
H 2.389 -1.110 -2.469
O -2.725 -0.186 2.366
H -2.721 -0.376 3.310
H -2.709 -1.094 2.046
```

Highest occupied orbital energy ... -8.992 eV
Energy above the lowest of the compared OMol25 structures with the same formula, charge and spin ... 0.0 kcal/mol
Total energy ... -1048.3649 Ha
SMILES ... [H]/N=C(\N)NCC.O.O.O.O.O.O.O.O.O.O
Orbital gap ... 9.240 eV

Entry 3:
This record from the OMol25 dataset describes a single C12H24O3S3 molecule. The level of theory is wB97M-V/def2-TZVPD.

XYZ file:
```
42
C12H24O3S3 | the OMol25 dataset | wB97M-V/def2-TZVPD
C 2.119 2.557 3.411
C 1.502 1.855 2.221
O 1.439 2.869 1.225
C 0.085 1.277 2.531
C -0.426 0.306 1.442
S -0.738 1.144 -0.140
C -1.819 -0.183 -0.788
C -2.542 0.177 -2.072
C -3.643 1.196 -1.855
C -4.286 1.527 -3.201
O -4.683 0.668 -0.998
S -0.878 -1.735 -1.140
C 0.781 -1.499 -0.458
C 1.553 -2.824 -0.698
C 2.935 -2.903 0.000
C 3.821 -1.758 -0.429
O 3.599 -4.151 -0.303
S 0.614 -1.172 1.323
H 2.976 3.117 3.140
H 2.383 1.814 4.182
H 1.427 3.261 3.840
H 2.138 1.067 1.902
H 0.874 2.552 0.501
H -0.697 2.046 2.672
H 0.123 0.668 3.439
H -1.396 -0.112 1.814
H -2.528 -0.472 -0.018
H -1.795 0.582 -2.787
H -2.984 -0.732 -2.484
H -3.251 2.102 -1.401
H -3.488 1.676 -3.954
H -4.887 0.683 -3.555
H -4.946 2.420 -3.176
H -5.358 1.354 -0.850
H 1.303 -0.677 -0.919
H 1.680 -2.958 -1.791
H 0.873 -3.598 -0.302
H 2.768 -2.913 1.099
H 4.775 -1.860 0.067
H 3.460 -0.791 -0.148
H 3.959 -1.719 -1.521
H 3.160 -4.863 0.185
```

Highest occupied orbital energy ... -8.392 eV
Energy above the lowest of the compared OMol25 structures with the same formula, charge and spin ... 0.0 kcal/mol
Total energy ... -1891.8995 Ha
SMILES ... C[C@H](O)C[C@H]1SC(C[C@@H](C)O)S[C@H](C[C@H](C)O)S1
Orbital gap ... 8.940 eV

Entry 4:
This record from the OMol25 dataset describes 2 unconnected molecules or ions with the total composition C4H3ClO2. The level of theory is wB97M-V/def2-TZVPD.

XYZ file:
```
10
C4H3ClO2 | the OMol25 dataset | wB97M-V/def2-TZVPD
C 1.456 0.142 0.169
C 0.418 0.688 0.937
C -2.732 -0.005 0.545
C 1.530 -0.614 -0.937
O -2.159 -0.920 0.967
O -3.319 0.862 0.093
Cl -0.429 1.866 0.080
H 2.391 0.134 0.821
H 2.372 -1.229 -1.231
H 0.472 -0.924 -1.445
```

Highest occupied orbital energy (alpha / beta) ... -8.938 / -8.940 eV
Energy above the lowest of the compared OMol25 structures with the same formula, charge and spin ... 69.9 kcal/mol
Total energy ... -764.7676 Ha
Orbital gap (alpha / beta) ... 8.028 / 8.028 eV

Look up the total energy of the fourth one.
-764.7676 Ha

total energy of number 4 (C4H3ClO2)?
-764.7676 Ha

What is the formula in the second record?
C3H29N3O10